{"formula": "C15H19ClHfO", "method": "ωB97M-V with the def2-TZVPD basis set", "species": ["C", "C", "C", "C", "Cl", "H", "H", "H", "H", "H", "H", "H", "H", "H", "C", "C", "C", "H", "C", "C", "H", "H", "H", "H", "C", "C", "C", "H", "C", "C", "H", "H", "H", "H", "Hf", "O", "C"], "positions_angstrom": [[0.93146, -3.48365, -2.39276], [0.46317, -3.30016, -3.84167], [2.45814, -3.62405, -2.35042], [0.27583, -4.73098, -1.78706], [0.45133, -2.04453, -1.43647], [2.77014, -4.50113, -2.93325], [2.81059, -3.75821, -1.32310], [2.94446, -2.74270, -2.77963], [0.75193, -4.17364, -4.44178], [0.92105, -2.41432, -4.29244], [-0.62556, -3.20107, -3.89190], [0.56245, -5.62119, -2.36321], [-0.81537, -4.65108, -1.81024], [0.59844, -4.88058, -0.75208], [-0.43752, 4.20818, 0.51301], [0.76367, 3.47051, 0.84628], [0.90713, 2.41594, -0.10699], [1.49420, 3.75342, 1.61087], [-0.19272, 2.49635, -1.04585], [-1.00006, 3.61023, -0.68829], [-1.90579, 3.94812, -1.19804], [-0.64326, 5.21559, 0.85576], [1.79596, 1.79154, -0.23856], [-0.27649, 1.89542, -1.95225], [-2.11397, 0.88590, 3.22449], [-1.30815, 2.01189, 3.65558], [0.06639, 1.73036, 3.30778], [-1.61219, 2.75352, 4.39324], [0.09942, 0.44889, 2.67856], [-1.25129, -0.06583, 2.62084], [-1.51857, -1.07341, 2.29259], [-3.20174, 0.79820, 3.33937], [0.94098, 2.32347, 3.61523], [1.00349, -0.13713, 2.46953], [-1.12093, 2.07385, 1.28976], [-2.66857, 4.77240, 2.73418], [-2.31809, 3.79990, 2.17891]], "nbo_charge": [0.0286, -0.6300, -0.6298, -0.6301, -0.1513, 0.2359, 0.2183, 0.2181, 0.2359, 0.2177, 0.2189, 0.2360, 0.2187, 0.2178, -0.3831, -0.3389, -0.2976, 0.2970, -0.2839, -0.2808, 0.2933, 0.3052, 0.3066, 0.3062, -0.2986, -0.3640, -0.3513, 0.3075, -0.3043, -0.2831, 0.3066, 0.2962, 0.3010, 0.3089, 1.9659, -0.3064, 0.4925], "largest_force_ev_per_a": 6.69, "gap_ha": 0.19334, "total_charge": 2, "relative_energy_kcal_mol": 3.7}

***

{"formula": "H25O12", "method": "ωB97M-V with the def2-TZVPD basis set", "species": ["O", "H", "H", "O", "H", "H", "O", "H", "O", "H", "H", "O", "H", "H", "O", "H", "H", "O", "H", "H", "O", "H", "H", "O", "H", "H", "O", "H", "H", "O", "H", "H", "O", "H", "H", "H", "H"], "positions_angstrom": [[-0.99118, 3.80349, -2.00816], [0.02064, -2.85504, 3.36715], [-1.71792, 3.32931, -2.52333], [3.02159, 0.57921, 1.79101], [3.23891, -0.39141, 1.93708], [0.75871, -4.40787, -1.86326], [-0.40584, 1.11099, 1.67621], [2.33381, -3.68204, 0.56378], [-3.18911, 0.62610, -2.32335], [-1.21311, 0.69620, 2.23686], [-3.38224, 0.42313, -1.39864], [1.81004, -1.56848, -3.02651], [1.45710, -2.48391, -2.59280], [1.47718, -1.02646, -2.42402], [-0.93281, -0.37137, 3.58792], [-0.30701, -0.12118, 4.27834], [-1.70097, -0.58109, 4.22113], [0.18901, -3.64663, -1.69290], [0.39416, 1.20310, 2.13084], [-0.26302, 2.74451, -1.70416], [0.67806, -3.30937, 3.07318], [0.52756, -4.16355, 2.68787], [3.89355, 0.88499, 1.15830], [2.17292, -2.74880, 0.81233], [-0.59919, 4.36146, -2.73158], [1.59275, -2.91614, 1.47177], [-1.08359, 1.56578, -3.12427], [-1.39189, 1.07988, -2.36286], [-1.25769, 0.94472, -3.82132], [0.71505, 1.97723, -1.48868], [-3.80303, 0.10772, -2.90956], [0.67100, 1.29628, -2.32310], [-1.17907, 3.46072, 2.66524], [-0.64673, -4.14228, -1.63949], [-0.31845, 3.81433, 2.74116], [0.64321, 1.64512, -0.47394], [-1.21239, 2.76137, 2.03177]], "nbo_charge": [-0.8682, 0.4738, 0.5375, -0.9757, 0.4943, 0.4741, -1.0333, 0.4536, -0.9866, 0.5362, 0.4918, -0.9359, 0.4926, 0.4335, -0.9530, 0.4916, 0.4880, -0.9451, 0.4928, 0.5428, -0.9440, 0.4845, 0.4820, -0.9367, 0.5263, 0.4689, -0.9832, 0.4998, 0.5048, -0.9342, 0.5067, 0.5718, -0.9640, 0.4824, 0.4671, 0.5822, 0.4805], "largest_force_ev_per_a": 8.89, "gap_ha": 0.37131, "total_charge": 1, "relative_energy_kcal_mol": 120.9}

***

{"formula": "H22O11", "method": "ωB97M-V with the def2-TZVPD basis set", "species": ["O", "H", "H", "O", "H", "H", "O", "H", "H", "O", "H", "H", "O", "H", "H", "O", "H", "H", "O", "H", "H", "O", "H", "H", "O", "H", "H", "O", "H", "H", "O", "H", "H"], "positions_angstrom": [[-0.18472, 0.08483, 0.70694], [-0.47694, -0.76732, 0.35133], [-0.27284, 0.70549, -0.03802], [-0.89158, 2.73894, 1.40202], [-0.84249, 1.77008, 1.45627], [-0.83939, 3.04794, 2.31285], [-0.86218, -2.34574, -0.95480], [-1.14515, -1.78770, -1.69047], [-1.52386, -3.05062, -0.90821], [-3.31710, 0.81006, 0.77513], [-3.22600, 1.36100, 1.56112], [-3.24596, -0.09396, 1.10222], [0.19671, -0.97725, 3.41144], [0.46754, -1.88585, 3.18915], [0.00451, -0.57283, 2.55556], [-1.03425, 4.12206, -1.04324], [-1.85571, 4.61059, -0.93055], [-1.00436, 3.50966, -0.28393], [-0.64338, 1.18215, -1.99520], [-0.85358, 0.67286, -2.78553], [-1.34966, 1.84585, -1.92728], [1.71154, -3.20702, -1.63081], [2.03505, -2.58369, -2.28849], [0.83942, -2.86269, -1.36044], [3.36992, -0.82470, -0.02118], [3.71568, -0.69541, -0.90978], [2.48953, -0.43004, -0.04655], [2.22422, 1.74816, -1.73097], [1.25447, 1.73865, -1.74982], [2.45115, 2.65326, -1.49142], [0.64766, -3.33653, 1.86565], [1.36386, -3.90142, 2.18214], [0.79791, -3.27880, 0.91488]], "nbo_charge": [-0.9982, 0.4984, 0.5012, -0.9862, 0.5024, 0.4889, -0.9621, 0.4882, 0.4995, -0.9471, 0.4761, 0.4716, -0.9789, 0.4881, 0.4760, -0.9771, 0.4687, 0.4961, -0.9792, 0.4823, 0.5102, -0.9614, 0.4659, 0.4767, -0.9421, 0.4652, 0.4770, -0.9684, 0.4856, 0.4743, -0.9597, 0.4823, 0.4858], "largest_force_ev_per_a": 0.57, "gap_ha": 0.35999, "total_charge": 0, "relative_energy_kcal_mol": 28.1, "smiles": "O.O.O.O.O.O.O.O.O.O.O"}

***

{"formula": "C17H61BrF10NO28PS", "method": "ωB97M-V with the def2-TZVPD basis set", "species": ["C", "C", "C", "N", "C", "O", "C", "C", "P", "O", "Br", "C", "C", "C", "C", "C", "F", "F", "C", "F", "F", "S", "F", "F", "F", "F", "F", "C", "C", "C", "O", "F", "C", "C", "O", "H", "H", "H", "H", "H", "H", "H", "H", "H", "H", "H", "H", "H", "O", "H", "H", "O", "H", "H", "O", "H", "H", "O", "H", "H", "O", "H", "H", "O", "H", "H", "O", "H", "H", "O", "H", "H", "O", "H", "H", "O", "H", "H", "O", "H", "H", "O", "H", "H", "O", "H", "H", "O", "H", "H", "O", "H", "H", "O", "H", "H", "O", "H", "H", "O", "H", "H", "O", "H", "H", "O", "H", "H", "O", "H", "H", "O", "H", "H", "O", "H", "H", "O", "H", "H"], "positions_angstrom": [[3.78046, -2.49567, 0.33919], [4.62585, -1.46520, 0.69908], [4.98439, -0.21934, -0.13227], [3.95862, 0.84336, -0.10341], [3.37623, 1.32057, -1.29083], [3.92944, 1.50857, -2.34445], [1.90131, 1.48618, -0.88510], [0.76639, 1.79288, -1.59776], [0.83991, 2.15001, -3.41076], [0.67417, 0.64677, -4.06749], [-1.02663, 3.29059, -4.00968], [-0.45510, 1.82371, -0.91723], [-0.54094, 1.56511, 0.42818], [-1.91009, 1.57161, 1.12693], [-3.11735, 1.83545, 0.20852], [-3.72894, 0.57324, -0.48735], [-2.71377, -0.27944, -0.75880], [-4.28202, 1.02259, -1.63178], [-4.81367, -0.01763, 0.46189], [-5.86042, 0.79828, 0.36365], [-4.45897, 0.01246, 1.76518], [-5.41936, -1.77666, 0.08857], [-4.02900, -2.42784, 0.49431], [-5.06711, -1.71592, -1.44973], [-6.87225, -1.19779, -0.23231], [-5.85616, -1.90020, 1.63559], [-5.95786, -3.25960, -0.14290], [0.61953, 1.30069, 1.17252], [0.55133, 1.05162, 2.66523], [0.18974, -0.41670, 2.87767], [0.34218, -1.20158, 1.98721], [-0.27812, -0.75604, 4.09359], [1.79405, 1.27275, 0.48760], [3.18621, 0.97628, 1.03538], [3.50458, 0.88780, 2.19654], [3.99736, -3.22029, -0.44338], [2.84883, -2.65318, 0.90033], [5.12095, -1.57131, 1.67314], [5.20674, -0.56306, -1.15535], [5.92541, 0.19387, 0.26555], [0.24246, 0.11812, -3.36712], [-1.31855, 2.04115, -1.53688], [-1.89168, 2.40090, 1.85221], [-2.01763, 0.66085, 1.73123], [-3.93926, 2.22912, 0.82358], [-2.92087, 2.62014, -0.52404], [1.53159, 1.27962, 3.09768], [-0.15278, 1.75338, 3.13182], [-6.53886, -5.18586, -2.34408], [-6.65040, -4.71400, -1.51390], [-6.73504, -4.52194, -3.01114], [-8.82268, -3.48961, -2.36013], [-8.95216, -3.85361, -1.47771], [-9.32686, -4.07770, -2.93262], [4.73365, 0.68800, 5.11550], [5.61161, 1.08253, 5.16182], [4.49098, 0.76696, 4.18538], [-1.21478, 6.22958, -3.45218], [-1.21713, 7.17562, -3.64725], [-1.87463, 5.86335, -4.04900], [0.68236, -1.78727, -2.34244], [0.08786, -1.94474, -1.59900], [1.29275, -2.53389, -2.31567], [3.14918, -0.65766, -4.15774], [3.01641, -0.19286, -3.32560], [2.92424, -0.00843, -4.82885], [-7.21820, 0.57715, 3.62720], [-6.81709, -0.22998, 3.28761], [-6.77703, 1.28071, 3.13764], [7.76836, -0.74094, 0.67338], [8.23951, -0.45989, 1.46566], [8.43364, -0.70108, -0.02203], [-8.48812, -0.61086, -2.63996], [-8.62661, -1.56642, -2.59506], [-7.64539, -0.50880, -3.09079], [-6.47119, 3.22244, 5.23211], [-6.68539, 2.28228, 5.28615], [-7.32430, 3.65001, 5.10925], [1.14304, 4.52812, -1.67277], [1.74778, 4.74928, -0.95578], [0.97457, 5.36957, -2.11749], [6.44141, 3.01581, 5.59969], [5.72090, 2.82909, 6.21354], [6.35021, 3.95480, 5.41181], [4.18395, -2.85632, -2.68411], [3.89688, -2.54109, -3.55251], [4.95333, -3.40264, -2.86999], [0.60355, 8.48156, -4.46631], [0.64298, 8.74592, -5.39086], [1.45653, 8.74647, -4.10857], [-1.42024, -3.36048, 1.15561], [-1.58952, -4.30782, 1.23969], [-2.28539, -2.97057, 1.01041], [-1.20168, -3.96545, -3.10297], [-1.90802, -4.13601, -2.47113], [-1.28571, -3.02833, -3.30860], [5.10516, -5.46389, -0.57759], [5.02439, -6.41536, -0.44781], [5.95648, -5.36006, -1.01404], [6.84853, 2.18725, -0.28939], [7.74703, 2.28257, -0.62169], [6.32751, 1.97476, -1.07521], [6.80981, 4.80004, 1.25521], [6.64915, 4.48969, 2.15118], [6.35849, 4.15092, 0.69934], [-10.66579, -0.99919, -0.63871], [-10.13774, -0.80283, 0.14083], [-10.03861, -0.92947, -1.37004], [-0.86873, -6.85611, 1.73679], [-0.36977, -6.60619, 2.52227], [-0.22781, -6.78680, 1.02146], [3.89952, -5.97826, 2.58338], [3.98861, -5.77963, 1.64589], [4.71763, -5.65066, 2.96974], [-2.13418, 4.69175, -0.62695], [-2.09439, 4.94446, -1.55802], [-1.27442, 4.95468, -0.28204], [6.83608, -1.97982, 3.35151], [7.30301, -1.70449, 4.14725], [7.50156, -1.93865, 2.65669]], "mulliken_charge": [-0.4879, -0.3305, -0.7722, 0.9072, -0.6705, -0.6229, -0.4334, 0.3933, 0.2713, -0.4069, -0.3228, 0.4099, 1.2902, -0.7194, -2.1677, 1.2537, -0.1465, -0.3468, 0.1873, -0.2590, -0.2049, 1.3429, -0.3679, -0.3424, -0.3840, -0.3093, -0.3176, 0.4431, -1.7129, 0.5619, -0.2842, -0.3479, 0.9278, -0.4170, -0.7469, 0.1359, 0.0739, 0.3723, 0.3803, 0.6934, 0.2822, -0.2802, 0.5904, 0.2023, 0.6835, 0.5071, 0.6313, 0.4919, -0.6124, 0.3089, 0.3238, -0.5759, 0.3182, 0.2646, -0.6649, 0.3201, 0.4399, -0.5195, 0.2403, 0.2730, -0.3767, 0.2284, 0.2196, -0.6724, 0.3472, 0.2782, -0.6596, 0.3223, 0.3638, -0.5421, 0.3068, 0.2340, -0.6592, 0.3389, 0.2986, -0.6545, 0.3287, 0.3187, -0.4169, 0.2289, 0.2097, -0.6446, 0.3418, 0.2976, -0.4657, 0.2528, 0.2204, -0.5860, 0.3021, 0.2992, -0.4591, 0.2909, 0.4177, -0.5892, 0.2982, 0.3005, -0.5728, 0.2966, 0.2891, -0.5815, 0.2520, 0.2851, -0.6446, 0.3016, 0.3262, -0.6404, 0.3178, 0.3666, -0.6470, 0.3240, 0.3142, -0.6266, 0.2958, 0.3152, -0.6298, 0.2993, 0.3119, -0.5976, 0.3042, 0.2744], "largest_force_ev_per_a": 3.25, "gap_ha": 0.25285, "total_charge": 0}

***

Number 4 is which compound? C17H61BrF10NO28PS